Entry 1:
DFT (ωB97M-V/def2-TZVPD) results for 2 unconnected molecules or ions with the total composition C11H10O3Se.

```
25
Properties=species:S:1:pos:R:3:forces:R:3:mulliken_charge:R:1
C 3.030 1.538 -0.539 -1.44 -2.23 -2.18 -0.613
C 3.185 0.377 -1.375 -2.59 1.13 1.13 -0.436
C 1.714 2.082 -0.432 3.09 2.72 2.65 -0.416
C 1.994 -0.208 -1.925 1.47 0.35 1.53 -0.431
C 0.625 1.530 -0.947 -2.76 -1.12 -1.27 -0.263
C 0.758 0.345 -1.609 0.71 -1.75 -1.91 0.304
C -0.652 -1.620 0.533 0.08 -0.13 -1.25 0.631
C -2.484 -2.420 -0.855 -0.57 1.63 -1.89 0.329
C -1.505 -2.777 1.115 1.92 0.08 0.42 -0.599
C -1.328 -1.425 -0.751 -2.10 2.00 0.77 0.068
C -2.629 0.198 0.322 -0.32 -3.99 1.04 -0.727
O 0.374 -1.120 0.960 -1.17 -0.82 0.19 -0.628
O -3.207 -2.553 -1.827 1.09 -0.13 1.57 -0.584
O -2.686 -3.013 0.330 0.59 0.33 0.86 -0.329
Se -0.790 -0.542 -2.333 0.08 -0.34 0.01 0.203
H 3.911 1.877 -0.042 0.11 0.69 0.39 0.425
H 4.102 -0.174 -1.425 0.50 0.07 -0.23 0.369
H 1.568 2.993 0.200 0.35 -0.72 -0.62 0.287
H 2.096 -1.195 -2.365 -0.26 0.26 -0.30 0.355
H -0.435 1.843 -0.950 1.00 0.70 0.66 0.369
H -0.873 -3.649 0.950 0.13 -0.21 0.37 0.338
H -1.539 -2.565 2.179 -1.23 -0.42 0.16 0.389
H -2.752 -0.068 1.414 0.46 0.30 -1.26 0.254
H -3.510 -0.146 -0.223 0.31 0.73 -0.22 0.339
H -2.112 1.092 0.141 0.57 0.87 -0.60 0.366
```
Forces are in eV/Å.

E ... -3052.18098 a.u.
HOMO (spin up / spin down) ... -8.4867 / -8.4880 eV
HOMO-LUMO gap (spin up / spin down) ... 7.460 / 7.457 eV
ΔE to the lowest compared entry with this formula, charge and spin ... 27.76 kcal/mol

***

Entry 2:
DFT (ωB97M-V/def2-TZVPD) results for a molecular structure, C11H11B.

```
23
Properties=species:S:1:pos:R:3:forces:R:3:mulliken_charge:R:1
B -0.218 -0.500 0.820 -0.11 0.85 -0.32 0.228
C -1.023 -1.570 -3.239 -0.53 0.47 -0.23 -0.148
C -1.551 -0.405 -2.671 -1.23 0.13 0.36 -0.721
C -0.282 -2.523 -2.505 -0.40 1.53 -0.69 -0.586
C -1.349 -0.240 -1.271 -0.54 0.74 -0.21 0.347
C 0.059 -2.235 -1.222 1.18 -0.48 2.15 -0.281
C -0.518 -1.083 -0.523 1.35 -1.84 -1.71 -0.197
C -0.192 2.033 3.441 1.57 1.53 1.10 -0.442
C -0.079 0.742 3.162 -0.83 -1.83 -0.56 -1.135
C -0.071 2.785 2.231 0.04 0.32 -0.31 -0.602
C -0.156 0.559 1.735 0.64 -0.11 -0.27 0.696
C -0.060 1.933 1.195 -0.41 -1.01 1.84 -0.502
H -2.452 -2.242 -0.259 -2.33 0.68 1.11 -0.174
H -1.208 -1.733 -4.293 -0.01 -0.17 -0.03 0.355
H -2.308 0.292 -3.257 2.01 -1.53 1.28 0.234
H 0.132 -3.389 -2.980 0.00 -0.28 -0.27 0.401
H -1.869 0.547 -0.679 0.39 -0.44 -0.85 0.425
H 0.838 -3.003 -0.802 -1.72 1.88 -0.05 0.190
H 0.003 2.453 4.406 -0.38 0.16 0.48 0.376
H 0.055 -0.095 3.805 -0.18 -0.26 0.68 0.371
H 0.169 3.824 2.085 -0.45 0.32 0.37 0.393
H -3.133 -1.940 0.094 1.73 -1.07 -0.96 0.202
H -0.023 2.265 0.239 0.19 0.40 -2.93 0.571
```
Forces are in eV/Å.

E ... -450.44750 a.u.
HOMO ... -7.9747 eV
HOMO-LUMO gap ... 7.584 eV
ΔE to the lowest compared entry with this formula, charge and spin ... 29.68 kcal/mol

***

Entry 3:
DFT (ωB97M-V/def2-TZVPD) results for a molecular structure, C11H11ClN2O4Rh.

```
30
Properties=species:S:1:pos:R:3:forces:R:3:mulliken_charge:R:1
Rh -0.330 0.060 0.733 -0.24 -0.74 -1.05 0.514
Cl 5.745 3.046 -1.749 0.00 0.00 0.00 -0.182
C 4.478 2.123 -1.029 -0.01 0.01 -0.01 0.041
C 4.808 0.994 -0.244 -0.02 -0.02 0.01 -0.434
C 3.841 0.232 0.345 0.06 0.00 -0.01 -0.684
C 2.476 0.554 0.188 -0.10 -0.09 -0.01 1.047
O 1.594 -0.190 0.782 0.07 0.12 0.14 -0.725
C 2.141 1.691 -0.603 0.07 0.07 -0.03 0.289
C 0.828 2.112 -0.837 -0.02 -0.11 -0.20 0.265
O -0.268 1.602 -0.450 0.10 0.15 0.28 -0.676
C 3.177 2.465 -1.206 0.00 -0.01 0.01 -0.839
H 5.852 0.737 -0.116 0.00 0.00 0.00 0.430
H 4.094 -0.632 0.943 -0.01 0.00 0.00 0.454
H 0.694 2.999 -1.459 -0.04 -0.01 0.00 0.453
H 2.917 3.326 -1.808 0.00 0.00 0.00 0.393
C -4.379 -0.899 0.082 -0.08 -0.14 0.21 -1.208
C -2.948 -0.836 0.476 0.12 -0.25 0.07 0.614
N -2.349 0.210 0.882 -0.04 0.59 -0.29 0.156
O -3.089 1.365 0.915 -0.07 -0.09 0.09 -0.408
C -1.990 -1.966 0.309 -1.16 0.62 -0.17 0.655
C -2.327 -3.324 0.812 0.27 -0.32 -0.65 -1.368
N -0.929 -1.610 -0.381 1.25 0.11 2.17 0.133
O -0.027 -2.314 -0.791 -0.16 0.08 -0.55 -0.512
H -4.675 0.047 -0.367 -0.01 -0.01 0.00 0.418
H -5.013 -1.067 0.956 -0.01 0.02 0.00 0.335
H -4.541 -1.713 -0.620 0.01 -0.01 0.01 0.360
H -2.558 2.002 1.409 0.02 0.03 -0.05 0.368
H -3.062 -3.240 1.610 0.01 0.02 0.00 0.380
H -1.425 -3.810 1.187 0.00 0.00 0.00 0.397
H -2.735 -3.967 0.028 -0.02 -0.02 0.03 0.335
```
Forces are in eV/Å.

E ... -1406.56925 a.u.
HOMO (spin up / spin down) ... -11.7234 / -11.7233 eV
HOMO-LUMO gap (spin up / spin down) ... 5.972 / 5.968 eV
Total charge ... +1